Density functional theory data (the ωB97M-V functional and the def2-TZVPD basis) for a structure of composition C5H6O.

Values from the calculation:
Gap between HOMO and LUMO: 9.0 eV
Highest occupied orbital energy: -8.915 eV

Structure (ORCA input):
```
! wB97M-V def2-TZVPD RIJCOSX def2/J DEFGRID3
* xyz 0 1
O 0.67264 0.69312 -2.33700
C 0.58498 0.47501 -1.14647
C 0.74461 1.47827 -0.09520
C 0.22266 -0.28425 0.97627
C -1.04724 -0.66478 0.31557
C 0.27608 -0.80354 -0.42236
H 0.72378 0.81195 1.06127
H -0.08571 2.17714 0.05197
H 0.62693 -0.78331 1.85246
H -1.75990 0.08686 -0.00884
H -1.49708 -1.58761 0.67541
H 0.65794 -1.77587 -0.71370
*
```